{
  "formula": "C51H128N8O3S",
  "method": "ωB97M-V/def2-TZVPD",
  "elements": ["S", "O", "O", "O", "N", "N", "N", "N", "N", "N", "N", "N", "C", "C", "C", "C", "C", "C", "C", "C", "C", "C", "C", "C", "C", "C", "C", "C", "C", "C", "C", "C", "C", "C", "C", "C", "C", "C", "C", "C", "C", "C", "C", "C", "C", "C", "C", "C", "C", "C", "C", "C", "C", "C", "C", "C", "C", "C", "C", "C", "C", "C", "C", "H", "H", "H", "H", "H", "H", "H", "H", "H", "H", "H", "H", "H", "H", "H", "H", "H", "H", "H", "H", "H", "H", "H", "H", "H", "H", "H", "H", "H", "H", "H", "H", "H", "H", "H", "H", "H", "H", "H", "H", "H", "H", "H", "H", "H", "H", "H", "H", "H", "H", "H", "H", "H", "H", "H", "H", "H", "H", "H", "H", "H", "H", "H", "H", "H", "H", "H", "H", "H", "H", "H", "H", "H", "H", "H", "H", "H", "H", "H", "H", "H", "H", "H", "H", "H", "H", "H", "H", "H", "H", "H", "H", "H", "H", "H", "H", "H", "H", "H", "H", "H", "H", "H", "H", "H", "H", "H", "H", "H", "H", "H", "H", "H", "H", "H", "H", "H", "H", "H", "H", "H", "H", "H", "H", "H", "H", "H", "H"],
  "xyz": [[-0.189, 0.165, 1.042], [-0.134, -0.981, 0.202], [-0.242, 0.096, 2.462], [-1.456, 1.053, 0.632], [5.733, -2.970, -1.798], [-3.846, -0.096, 5.962], [-0.340, -2.040, -5.374], [3.278, 2.166, 2.972], [-1.123, 6.533, 1.348], [0.591, -6.986, 0.770], [-7.434, -0.200, -0.891], [3.305, 2.123, -3.247], [2.276, 1.755, 3.976], [5.138, 2.946, -1.773], [3.207, 3.608, 2.770], [0.442, -5.660, 1.363], [-2.528, 7.789, -0.266], [1.077, -2.740, -7.277], [-7.777, 0.179, 1.589], [6.396, -2.169, -4.133], [0.834, -7.963, 1.819], [6.765, -2.397, -2.685], [-8.883, 1.674, -1.678], [-0.521, 4.630, 2.813], [0.388, -4.493, 0.385], [-1.295, 6.937, -0.039], [0.164, -3.167, -6.162], [-2.798, -1.514, 4.162], [-0.734, -2.494, -4.050], [2.488, 2.289, 5.390], [-0.236, -8.043, 2.886], [2.563, 3.375, -3.315], [-5.486, -1.167, 7.471], [-1.488, 1.085, -1.849], [-5.333, -0.817, -2.080], [6.006, -5.298, -2.687], [-0.217, 5.402, 1.519], [4.696, 0.170, 3.395], [2.442, 0.989, -3.549], [-0.736, 7.665, 2.204], [-2.191, 0.736, -0.566], [5.075, -4.139, -2.368], [1.063, 1.307, 0.551], [-4.041, -0.770, 4.720], [-1.580, 0.072, -5.761], [-1.459, -1.412, -6.067], [0.419, -2.458, -3.044], [-6.071, -0.670, -0.751], [4.624, 1.684, 3.253], [2.177, 0.874, -5.052], [1.722, -8.311, -1.021], [-2.845, 0.950, 5.966], [1.704, -7.038, -0.185], [-1.731, 7.910, 3.341], [3.141, 4.320, -4.381], [-8.233, -0.480, 0.292], [3.733, -2.250, -0.410], [-7.488, 1.183, -1.351], [4.726, -1.960, -1.535], [-3.210, 2.097, 6.886], [3.760, 3.965, 1.391], [3.989, 1.985, -1.951], [-4.012, -0.881, 7.176], [-4.409, -0.047, 3.982], [2.888, -2.846, -0.772], [2.224, -8.101, -1.969], [1.625, -0.031, -5.313], [4.827, 3.742, 1.281], [0.039, 3.699, 2.735], [-1.597, 4.589, 2.937], [-2.348, 0.551, -6.367], [0.534, -1.439, -2.668], [1.685, 1.998, 6.063], [-1.936, -1.409, 4.813], [0.727, -8.652, -1.307], [-8.372, -0.153, 2.441], [1.346, -2.667, -3.580], [2.216, 0.669, 3.970], [-5.640, -1.384, 8.537], [3.225, 2.039, -1.161], [-0.666, 8.586, 1.619], [2.645, -6.973, 0.397], [-6.966, 1.859, -0.651], [2.016, 0.942, 0.938], [-0.351, -7.144, 3.486], [-8.255, -1.569, 0.407], [-0.334, -4.747, -0.409], [4.873, 4.002, -1.860], [2.155, 3.884, 2.780], [-2.602, 7.979, -1.337], [-3.212, 1.859, 7.949], [-5.463, -0.033, -0.083], [1.284, -3.533, -8.012], [-6.915, 1.212, -2.279], [-2.460, 8.768, 0.214], [-0.622, 0.562, -5.962], [-2.408, -1.929, -5.851], [1.319, 2.120, 3.596], [-1.307, 6.038, -0.658], [-4.361, -1.283, -1.918], [-4.875, -1.476, 4.766], [7.276, -2.087, -4.766], [3.102, 3.929, -5.398], [-2.182, 0.761, -2.632], [0.819, 5.776, 1.509], [0.724, -1.903, -7.877], [-2.565, 2.964, 6.717], [-1.443, 2.167, -1.971], [-6.752, -0.121, 1.832], [-2.580, -1.183, 3.145], [-5.913, -1.458, -2.748], [-9.286, -0.243, 0.135], [-5.874, -2.037, 6.947], [4.381, -3.937, -3.197], [2.108, -2.605, -6.932], [-1.212, -3.488, -4.075], [-0.432, 7.531, -0.405], [7.076, -1.463, -2.212], [3.210, 3.483, 0.585], [4.438, -4.523, -1.561], [-3.402, 7.298, 0.163], [-5.203, 0.131, -2.603], [3.442, 1.899, 5.761], [-1.229, -8.168, 2.427], [-3.553, -1.869, 6.994], [2.267, -9.115, -0.528], [1.033, 1.376, -0.534], [6.528, -5.607, -1.777], [5.239, 1.927, 2.384], [-1.542, -1.847, -3.687], [5.810, -3.010, -4.515], [5.045, 2.187, 4.137], [1.569, 1.717, -5.399], [1.259, -4.348, -0.257], [4.096, -2.841, 0.436], [-1.328, -1.468, -7.150], [-4.215, 2.465, 6.650], [-0.558, 0.543, -1.984], [0.275, 7.483, 2.587], [-2.497, -0.316, -0.527], [1.501, 3.269, -3.560], [5.575, 2.846, -0.777], [3.328, -1.331, 0.016], [5.708, -1.329, -4.263], [-0.366, 4.717, 0.680], [-3.530, -0.354, 7.994], [-6.114, -1.660, -0.288], [-7.768, 1.269, 1.549], [-1.936, 6.990, 3.878], [-1.387, 8.760, 3.934], [2.614, 3.961, -2.389], [1.338, -5.471, 1.994], [-2.662, 8.269, 2.894], [-0.668, -3.793, -6.533], [4.088, -0.192, 4.224], [5.406, -6.115, -3.086], [0.178, -3.107, -2.205], [-0.055, 5.156, 3.653], [5.905, 2.721, -2.515], [5.238, -1.078, -1.126], [4.188, 4.559, -4.176], [-0.442, -5.571, 1.990], [-2.709, 1.338, 4.959], [-8.908, 2.751, -1.839], [5.718, -0.140, 3.613], [4.140, -1.584, -2.388], [3.849, 5.048, 1.235], [-9.255, 1.186, -2.582], [0.131, -3.543, 0.843], [0.922, -8.940, 1.337], [2.615, 3.373, 5.421], [-0.142, -8.968, 3.454], [-1.725, 0.323, -4.708], [-3.004, -2.572, 3.970], [3.829, 4.171, 3.482], [2.933, 0.055, -3.265], [-3.168, 1.207, -0.443], [1.819, -7.820, 2.311], [0.695, -3.837, -5.480], [1.469, 1.058, -3.036], [-6.102, -0.278, 7.322], [0.920, 2.305, 0.959], [7.639, -3.053, -2.655], [2.629, 5.290, -4.386], [4.389, 0.967, -1.961], [3.113, 0.909, -5.611], [-9.615, 1.443, -0.904], [4.336, -0.317, 2.487], [6.824, -5.069, -3.374], [-1.900, 0.513, 6.337], [1.692, -6.161, -0.820]],
  "atomic_forces_ev_per_a": [[-0.40, 2.02, -0.09], [0.07, -0.72, -0.12], [0.20, -0.42, 0.18], [-0.21, -0.16, 0.01], [-0.50, 0.39, -1.13], [-0.90, 0.77, 0.27], [-0.19, -0.29, -0.39], [-0.57, -0.16, 0.59], [0.04, 0.28, -0.12], [-0.24, 0.31, -0.07], [-0.33, 0.20, -0.17], [-0.25, 0.11, 0.48], [-0.16, 0.34, -0.37], [0.20, 0.22, 0.18], [1.04, -0.29, -1.27], [1.37, 0.92, -0.02], [0.07, -0.03, 0.15], [1.17, -0.81, -0.87], [0.64, -0.25, 0.25], [-1.01, -0.23, -0.29], [0.13, -0.57, 0.03], [0.50, -0.35, 0.52], [-0.41, -0.16, -0.08], [1.31, 0.96, -0.47], [-0.52, -0.68, -1.54], [0.58, 0.34, -0.05], [-0.15, -0.40, 0.33], [-0.66, -0.38, -0.80], [-0.40, 0.25, 0.58], [0.87, -0.12, -0.12], [-1.24, -0.31, -0.66], [0.47, 1.33, -1.00], [-0.17, 0.32, 1.15], [-1.27, 0.09, -0.19], [-0.39, -0.14, -0.11], [0.47, 0.26, 0.10], [-0.55, 0.15, 0.12], [-0.20, 0.07, 0.41], [0.09, -0.35, -0.80], [-0.20, -0.15, 0.17], [-0.68, -0.90, 0.39], [-0.13, -0.85, 0.90], [0.46, -0.14, 0.05], [-0.02, -0.43, -0.84], [0.64, 0.43, 0.33], [-0.30, 0.51, -0.13], [-0.48, 0.57, -0.55], [0.35, -0.17, -0.11], [-0.05, -0.10, -0.33], [-0.25, 0.46, -0.08], [0.19, 0.17, -0.48], [0.24, -0.66, 0.93], [0.03, -0.09, 0.64], [0.00, 0.56, -0.92], [0.23, 0.46, -0.07], [-0.33, -0.33, 0.30], [-0.84, -1.15, -0.06], [0.27, -0.08, -0.11], [0.06, 1.33, 1.78], [-0.59, 0.85, -0.19], [0.86, 0.69, -0.05], [-0.56, -0.60, -0.68], [-0.25, -0.51, -1.18], [0.29, 0.12, 0.00], [-0.09, 0.24, -0.03], [0.19, -0.09, 0.11], [0.05, -0.08, 0.17], [-0.18, -0.68, 0.15], [-0.68, -0.43, 0.24], [-0.01, -0.57, 0.11], [-0.10, -0.02, 0.09], [-0.01, -0.03, 0.09], [-0.02, -0.04, 0.01], [0.15, 0.01, -0.13], [-0.11, 0.05, 0.30], [-0.21, 0.13, -0.10], [0.10, -0.51, 0.36], [-0.10, -0.03, 0.11], [0.28, -0.20, -0.07], [0.30, 0.11, 0.30], [0.01, -0.10, -0.13], [0.07, 0.05, -0.21], [-0.15, 0.04, 0.07], [0.06, -0.03, -0.21], [0.44, -0.19, 0.39], [0.24, 0.04, 0.13], [-0.45, 0.27, 0.43], [-0.20, -0.08, -0.13], [0.06, 0.29, 0.42], [-0.41, -0.08, 0.01], [0.17, -0.14, -0.02], [-0.11, 0.03, 0.02], [-0.67, -0.17, 0.15], [0.06, 0.15, 0.04], [0.17, -0.04, 0.07], [-0.07, -0.09, -0.37], [0.06, -0.07, 0.01], [-0.06, -0.19, 0.04], [-0.27, -0.01, 0.02], [0.05, 0.08, -0.03], [0.03, 0.03, 0.48], [0.01, 0.32, 0.00], [-0.10, -0.23, 0.11], [0.19, -0.09, -0.09], [0.15, -0.36, -0.08], [0.04, 0.25, 0.30], [0.26, -0.19, 0.16], [0.60, -0.01, 0.07], [-0.02, 0.02, -0.05], [0.40, 0.46, 0.27], [0.05, -0.05, 0.03], [0.09, 0.20, -0.30], [-0.06, 0.20, -0.33], [0.24, 0.28, -0.16], [-0.28, 0.80, 0.30], [0.23, -0.09, -0.20], [0.07, -0.19, 0.10], [0.07, 0.02, -0.05], [-0.02, 0.10, -0.06], [-0.15, 0.11, -0.14], [-0.14, -0.04, -0.37], [0.19, 0.04, 0.11], [-0.21, -0.12, 0.27], [0.21, 0.12, -0.26], [0.41, 0.14, 0.55], [-0.12, -0.11, -0.03], [0.17, -0.17, -0.02], [-0.27, -0.17, 0.07], [0.10, 0.27, 0.17], [0.13, 0.12, -0.02], [0.27, -0.17, -0.02], [0.14, -0.05, -0.02], [0.06, 0.00, 0.00], [0.47, 0.08, 0.69], [0.59, 0.17, -0.17], [0.19, -0.28, 0.05], [-0.01, -0.20, -0.02], [0.18, 0.20, 0.02], [-0.05, 0.03, 0.16], [0.60, -0.11, -0.10], [0.00, -0.50, 0.21], [0.04, -0.18, -0.03], [-0.03, 0.10, -0.23], [0.37, 0.28, -0.06], [0.08, 0.10, -0.07], [0.05, -0.15, 0.11], [0.01, 0.05, 0.07], [-0.23, 0.02, -0.05], [0.09, 0.16, 0.39], [0.10, -0.39, 0.48], [-0.07, -0.44, 0.28], [-0.28, -0.04, 0.28], [-0.11, -0.29, 0.03], [-0.08, 0.23, -0.08], [0.01, 0.00, 0.01], [0.19, -0.16, 0.02], [0.48, -0.13, 0.05], [-0.33, 0.04, 0.13], [0.02, 0.10, 0.00], [0.37, -0.05, -0.49], [0.01, -0.22, 0.06], [-0.04, -0.42, 0.04], [0.06, -0.20, -0.11], [0.12, 0.00, -0.02], [0.05, -0.01, -0.20], [0.21, -0.39, -0.32], [-0.82, 0.01, 0.01], [0.08, 0.02, -0.02], [-0.07, -0.04, 0.12], [-0.14, 0.00, 0.03], [-0.31, 0.04, -0.12], [0.39, 0.32, 0.45], [-0.42, -0.34, 0.02], [0.03, -0.08, 0.58], [-0.49, 0.04, 0.39], [0.02, 0.15, 0.35], [0.32, 0.64, -0.08], [-0.04, 0.33, -0.10], [0.17, 0.12, -0.05], [0.09, -0.11, 0.21], [0.02, -0.09, -0.46], [-0.36, -0.15, 0.25], [-0.07, -0.04, 0.10], [-0.17, -0.16, 0.06], [0.01, 0.04, 0.29], [0.05, -0.09, 0.08], [0.10, 0.15, 0.15], [0.10, -0.03, -0.04], [-0.33, 0.11, -0.31], [0.26, 0.31, -0.41], [-0.24, -0.05, -0.15]],
  "lowdin_charge": [0.554, -0.268, -0.261, -0.254, -0.161, -0.232, -0.187, -0.188, -0.195, -0.182, -0.191, -0.172, -0.255, -0.081, -0.250, -0.258, -0.093, -0.092, -0.082, -0.086, -0.288, -0.252, -0.084, -0.069, -0.098, -0.282, -0.274, -0.072, -0.262, -0.069, -0.099, -0.260, -0.094, -0.063, -0.089, -0.086, -0.261, -0.077, -0.257, -0.256, -0.264, -0.285, -0.118, -0.253, -0.073, -0.267, -0.055, -0.275, -0.257, -0.076, -0.091, -0.261, -0.264, -0.077, -0.090, -0.261, -0.077, -0.263, -0.285, -0.097, -0.089, -0.247, -0.238, 0.107, 0.045, 0.066, 0.047, 0.057, 0.033, 0.081, 0.075, 0.049, 0.073, 0.069, 0.079, 0.073, 0.069, 0.100, 0.066, 0.088, 0.106, 0.119, 0.115, 0.062, 0.061, 0.114, 0.082, 0.069, 0.084, 0.072, 0.062, 0.104, 0.073, 0.099, 0.064, 0.058, 0.119, 0.083, 0.106, 0.061, 0.105, 0.076, 0.065, 0.065, 0.110, 0.068, 0.067, 0.090, 0.057, 0.048, 0.080, 0.096, 0.061, 0.111, 0.071, 0.118, 0.118, 0.110, 0.048, 0.107, 0.077, 0.057, 0.068, 0.082, 0.115, 0.065, 0.049, 0.080, 0.104, 0.103, 0.062, 0.114, 0.063, 0.033, 0.083, 0.107, 0.076, 0.046, 0.109, 0.108, 0.109, 0.060, 0.057, 0.066, 0.103, 0.105, 0.121, 0.069, 0.062, 0.071, 0.107, 0.125, 0.066, 0.120, 0.064, 0.072, 0.057, 0.074, 0.081, 0.103, 0.062, 0.106, 0.119, 0.073, 0.076, 0.097, 0.078, 0.079, 0.061, 0.106, 0.068, 0.072, 0.042, 0.063, 0.119, 0.093, 0.119, 0.120, 0.111, 0.095, 0.073, 0.059, 0.105, 0.069, 0.097, 0.077, 0.057, 0.069, 0.064, 0.114, 0.089],
  "smiles": "CCOS(C)(=O)=O.CCN(CC)CC.CCN(CC)CC.CCN(CC)CC.CCN(CC)CC.CCN(CC)CC.CCN(CC)CC.CCN(CC)CC.CCN(CC)CC",
  "gap_ha": 0.29589,
  "energy_ha": -3081.72820,
  "relative_energy_kcal_mol": 36.4,
  "homo_energy_ev": -7.5624
}